Record 1
{"formula": "C7H6OS", "method": "wB97M-V/def2-TZVPD", "species": ["C", "C", "H", "C", "C", "C", "H", "H", "C", "S", "H", "C", "O", "H", "H"], "xyz": [[-2.452612, -1.197417, 0.484044], [-0.840106, 0.386696, -0.460573], [-2.588019, -1.887171, 1.316141], [1.609159, 0.383704, -0.068727], [-1.050164, -0.860931, 0.184549], [0.478750, 0.933345, -0.553903], [-2.776944, -1.514330, -0.539855], [0.682381, 1.892654, -0.952500], [-0.015939, -1.720804, 0.461295], [1.590118, -1.264627, 0.403813], [3.137415, 2.075460, -0.769682], [2.946276, 1.174929, -0.010262], [3.850074, 0.860148, 0.732562], [-3.000063, -0.235215, 0.629718], [-1.570321, 0.973559, -0.856621]], "forces_ev_per_a": [[-0.981, 0.987, -1.257], [3.933, -2.100, 1.311], [-0.110, -0.135, -0.466], [2.022, -0.116, 0.196], [0.323, 2.875, -0.524], [-1.072, -0.288, 0.171], [-0.537, -0.632, 1.139], [-0.582, 1.121, -0.535], [1.625, -1.062, 0.370], [-0.930, 0.100, 0.133], [-0.890, -1.523, 1.239], [0.357, 0.074, -0.494], [-0.996, 0.237, -0.635], [0.181, -0.849, 0.308], [-2.342, 1.310, -0.955]], "mol_weight_da": 138.19, "homo_ha": [-0.3039, -0.3038], "relative_energy_kcal_mol": 58.7, "total_charge": 0, "energy_ev": -20235.406}

=====

Record 2
{"formula": "C7H7AsAuF6N4S", "method": "wB97M-V/def2-TZVPD", "species": ["S", "H", "F", "C", "H", "Au", "H", "H", "C", "C", "F", "N", "C", "C", "N", "C", "H", "N", "F", "F", "F", "C", "H", "N", "H", "F", "As"], "xyz": [[-1.112271, -3.153456, -1.248352], [2.210006, 2.691435, -0.718608], [-1.622872, 0.829020, 2.005811], [-1.044745, 3.374273, -0.155908], [-2.615354, 1.887814, -0.341527], [-1.260599, -0.903794, -0.934942], [0.723046, 4.580006, -0.019937], [2.208641, -4.355503, -1.907027], [0.595845, -3.199704, -1.553303], [1.140594, 2.552959, -0.628883], [0.000036, -1.892919, 3.245991], [1.208715, -4.334813, -1.728450], [0.585965, 1.306613, -0.894566], [-1.555878, 2.091831, -0.436365], [1.441424, -2.087600, -1.625366], [0.307082, 3.607473, -0.246446], [0.718470, -5.221838, -1.671430], [-0.772419, 1.102414, -0.795398], [-0.225794, -0.923980, 0.924368], [-2.209623, -1.452118, 2.384984], [-1.411240, -0.066220, 4.409869], [1.410507, 0.198774, -1.229207], [-1.735526, 4.151823, 0.140610], [0.830137, -0.971446, -1.451799], [2.495428, 0.261862, -1.259193], [0.573737, 0.414398, 2.848877], [-0.883309, -0.487295, 2.886196]], "forces_ev_per_a": [[-0.122, -0.154, 0.052], [0.014, -0.009, 0.027], [-0.097, -0.001, 0.138], [0.023, 0.097, 0.014], [0.011, -0.003, 0.015], [0.683, 0.247, -0.252], [-0.006, 0.000, -0.010], [-0.016, 0.022, -0.024], [0.484, 0.408, -0.142], [-0.002, 0.038, 0.000], [-0.123, 0.092, 0.102], [-0.134, -0.059, 0.051], [0.218, -0.056, -0.065], [-0.110, -0.039, 0.076], [-0.079, -0.145, 0.079], [-0.015, -0.077, -0.007], [0.042, -0.001, 0.013], [-0.162, 0.093, -0.091], [0.065, -0.252, 0.767], [-0.043, 0.074, 0.011], [-0.070, 0.023, 0.012], [0.094, -0.081, 0.017], [-0.010, 0.000, 0.001], [-0.992, -0.117, -0.077], [-0.007, 0.000, -0.016], [-0.152, 0.043, 0.102], [0.505, -0.143, -0.794]], "s_squared": 0.80, "multiplicity": 2, "mol_weight_da": 565.11, "homo_ha": [-0.6444, -0.6622], "relative_energy_kcal_mol": 45.7, "total_charge": 2, "energy_ev": -104984.470}

=====

Record 3
{"formula": "C7H7Cl2N3O2S", "method": "wB97M-V/def2-TZVPD", "species": ["O", "H", "H", "H", "Cl", "H", "C", "C", "N", "N", "C", "H", "C", "H", "Cl", "N", "H", "C", "C", "O", "C", "S"], "xyz": [[-2.236685, 2.007155, 0.418244], [-3.332579, -0.019271, -0.452507], [-3.933236, -1.667654, -0.348795], [1.504156, 0.786360, -1.893397], [-0.601927, 1.843468, -1.769849], [3.566278, -0.392470, -1.752722], [2.673661, -0.451366, 1.364987], [-3.140870, -1.048479, -0.767628], [1.847791, 0.478160, -0.988226], [3.428960, -0.686743, 0.261102], [1.043253, 0.761312, 0.089346], [-3.159642, -1.107320, -1.852541], [2.990943, -0.221570, -0.854555], [0.936266, 0.449891, 2.229236], [-1.680597, -1.477974, 1.464461], [-1.121889, 1.705049, 0.816664], [3.062249, -0.874880, 2.279145], [-1.823078, -1.483743, -0.258609], [-0.137250, 1.440386, -0.135164], [-0.828638, 1.607764, 2.000913], [1.516253, 0.262398, 1.341918], [-0.573422, -1.910463, -1.192023]], "forces_ev_per_a": [[-0.274, 0.129, 0.091], [0.029, -0.010, 0.027], [-0.043, -0.053, 0.074], [0.229, -0.114, 0.068], [0.274, -0.145, 0.303], [-0.053, 0.049, -0.180], [-0.490, 0.330, -0.058], [-0.376, 0.179, -0.053], [-0.431, 0.228, 0.120], [0.491, -0.243, -0.269], [-0.385, 0.204, 0.283], [0.017, 0.000, 0.034], [0.251, -0.175, 0.014], [0.077, -0.035, -0.062], [-0.141, -0.007, 0.123], [-0.236, 0.025, 0.213], [-0.072, 0.031, 0.136], [0.707, -0.200, -0.478], [0.302, 0.005, -1.129], [0.073, 0.052, 0.372], [0.246, -0.177, 0.189], [-0.197, -0.071, 0.179]], "mol_weight_da": 268.12, "homo_ha": -0.3144, "smiles": "O=[N+]([O-])/C(Cl)=C1\\C=CN=CN1.CC(=S)Cl", "relative_energy_kcal_mol": 0.0, "total_charge": 0, "energy_ev": -51814.336}